59
Properties=species:S:1:pos:R:3:lowdin_charge:R:1 method="wB97M-V/def2-TZVPD" charge=0 e_homo_ev=-7.9 multiplicity=1 homo_lumo_gap_ev=7.59 mol_weight_da=445.3 smiles="C#Cc1c(CSCC)c(N=C(C)C)c2c(c1P(C)CC)C(=O)N(B(O)N(C)C)C2=O"
C 3.942 -0.055 3.073 0.145
C 2.941 0.005 2.417 -0.151
C 1.729 -0.201 1.670 -0.211
C 0.499 -0.286 2.338 -0.185
C 0.485 -0.089 3.831 -0.395
S 0.827 1.684 4.225 0.867
C -0.185 2.594 3.019 -0.517
C 0.617 3.023 1.780 -0.153
C -0.695 -0.538 1.647 -0.168
N -1.956 -0.671 2.277 0.143
C -2.339 -1.869 2.546 -0.346
C -1.530 -2.865 3.363 -0.011
C -3.651 -2.412 2.049 -0.033
C -0.606 -0.632 0.271 0.002
C 0.613 -0.512 -0.400 -0.064
C 1.810 -0.316 0.267 -0.247
P 3.442 -0.189 -0.584 0.992
C 3.738 -1.781 -1.460 -0.272
C 3.188 1.136 -1.857 -0.423
C 4.405 1.193 -2.787 -0.172
C 0.294 -0.639 -1.877 -0.337
O 0.979 -0.993 -2.792 0.138
N -1.076 -0.281 -1.938 0.193
B -1.824 -0.343 -3.228 -0.600
O -1.754 -1.459 -4.002 0.215
N -2.673 0.765 -3.676 -0.107
C -2.070 2.066 -3.388 -0.089
C -4.020 0.694 -3.098 -0.083
C -1.666 -0.833 -0.780 -0.308
O -2.758 -1.329 -0.737 0.145
H 4.834 -0.094 3.650 0.039
H -0.490 -0.284 4.262 0.057
H 1.295 -0.647 4.295 0.080
H -0.575 3.491 3.496 0.063
H -1.034 1.992 2.690 0.066
H 1.623 3.330 2.064 0.066
H 0.654 2.232 1.032 0.051
H 0.148 3.880 1.286 0.069
H -0.971 -2.379 4.155 0.067
H -0.911 -3.498 2.723 0.097
H -2.255 -3.524 3.844 0.080
H -4.278 -2.665 2.911 0.084
H -3.406 -3.312 1.485 0.099
H -4.190 -1.673 1.468 0.073
H 2.838 -2.260 -1.842 0.025
H 4.463 -1.623 -2.258 0.031
H 4.220 -2.445 -0.741 0.027
H 2.254 1.038 -2.406 0.055
H 3.161 2.060 -1.274 0.069
H 5.338 1.096 -2.230 0.062
H 4.357 0.365 -3.495 0.062
H 4.403 2.136 -3.334 0.066
H -2.556 -1.510 -4.538 0.118
H -2.148 2.361 -2.333 0.086
H -2.614 2.824 -3.961 0.089
H -1.032 2.114 -3.718 0.088
H -4.080 1.143 -2.099 0.089
H -4.701 1.281 -3.725 0.086
H -4.401 -0.327 -3.089 0.088

10
Properties=species:S:1:pos:R:3:lowdin_charge:R:1 method="wB97M-V/def2-TZVPD" charge=0 e_homo_ev="-6.2 / -9.3" multiplicity=3 homo_lumo_gap_ev="7.03 / 7.22" mol_weight_da=189.0 e_above_lowest_kcal_mol=29.8
C -0.413 -0.507 0.267 -0.072
C 1.371 1.051 -0.061 -0.947
N 0.325 0.726 0.706 -0.073
F 1.635 2.334 -0.091 -0.022
I 3.190 -0.133 0.176 0.647
H 0.384 -1.151 0.051 0.021
H -1.051 -0.771 1.090 0.089
H -0.864 -0.307 -0.662 0.047
H 0.758 0.837 -1.747 0.168
H -0.374 1.416 0.992 0.142

14
Properties=species:S:1:pos:R:3:lowdin_charge:R:1 method="wB97M-V/def2-TZVPD" charge=0 e_homo_ev="-7.1 / -7.1" multiplicity=1 homo_lumo_gap_ev="7.10 / 7.11" mol_weight_da=114.1 e_above_lowest_kcal_mol=161.9
C -0.281 -0.106 -1.143 -0.194
C -0.739 -0.733 0.086 -0.466
C 0.894 0.265 0.616 -0.296
N -2.086 -1.071 0.303 0.131
N 0.410 1.497 0.866 0.069
C 1.786 -0.005 -0.451 0.057
O -0.717 0.041 -2.253 0.092
O 0.121 -1.216 0.981 0.043
H -2.203 -2.052 0.534 0.097
H -2.680 -0.881 -0.494 0.091
H 0.859 1.972 1.648 0.101
H -0.149 2.273 0.526 0.120
H 2.292 0.826 -0.930 0.080
H 2.492 -0.810 -0.288 0.075